The following is a quantum chemistry calculation of 3 unconnected molecules or ions with the total composition C18H28BF2NOSi at a distorted geometry, from the OMol25 dataset.

- Net charge: 0
- SMILES string: CCC[C@@H](C)[Si@@H](N)B(C)O.Fc1ccccc1.Fc1ccccc1
- E_LUMO: 0.518 eV
- E_HOMO: -8.90 eV
- Calculated total energy: -36647.671 eV

The geometry in XYZ format:
```
52
Properties=species:S:1:pos:R:3:forces:R:3
C 4.674 1.618 1.190 -0.226 -0.205 -0.624
C 4.858 0.419 0.209 0.396 -0.199 0.966
C 4.246 -0.892 0.775 -0.200 0.339 -0.695
C 2.878 -1.307 0.162 0.057 -0.448 0.681
C 2.355 -2.532 0.983 0.863 0.257 -0.497
Si 1.604 0.105 -0.003 0.914 0.068 -0.635
N 1.811 0.904 -1.588 0.397 -0.059 0.873
B -0.277 -0.440 0.219 -1.811 -0.522 -0.193
C -0.881 -1.237 1.474 0.312 0.708 -1.116
O -1.198 -0.087 -0.809 0.371 -0.724 1.452
H 4.343 2.518 0.663 0.255 0.003 0.104
H 3.901 1.408 1.932 0.185 -0.024 -0.016
H 5.619 1.809 1.700 -0.154 0.175 0.061
H 5.938 0.250 0.126 -0.127 0.070 -0.188
H 4.512 0.646 -0.801 -0.151 -0.064 0.135
H 4.934 -1.730 0.608 -0.067 0.101 0.022
H 4.153 -0.789 1.863 -0.085 -0.029 -0.117
H 3.080 -1.680 -0.854 -0.054 0.201 0.079
H 1.844 -3.239 0.325 -0.361 0.118 0.299
H 3.241 -3.057 1.367 -0.224 -0.051 -0.014
H 1.763 -2.246 1.851 -0.183 -0.093 -0.132
H 1.891 1.104 1.044 -0.030 0.200 0.211
H 2.198 1.829 -1.438 -0.081 0.185 -0.134
H 2.533 0.417 -2.107 -0.113 -0.074 -0.322
H -0.211 -1.162 2.332 -0.259 -0.289 0.100
H -1.059 -2.278 1.174 0.077 0.041 0.257
H -1.857 -0.775 1.677 0.137 -0.209 0.200
H -1.296 0.859 -0.855 0.212 0.566 -0.627
F 1.985 1.923 -5.266 0.069 0.015 0.003
C 0.661 1.687 -5.370 -0.538 -0.096 -0.043
C -0.097 1.582 -4.219 0.094 0.166 0.217
C -1.460 1.343 -4.330 0.080 0.015 -0.317
C -2.044 1.202 -5.584 -0.056 -0.012 0.031
C -1.266 1.307 -6.730 0.012 0.012 0.217
C 0.096 1.555 -6.625 0.176 0.009 -0.146
H 0.379 1.686 -3.250 0.005 -0.118 -0.100
H -2.067 1.263 -3.438 0.022 -0.040 0.014
H -3.106 1.011 -5.666 0.015 0.000 -0.008
H -1.719 1.194 -7.705 0.023 0.017 -0.010
H 0.718 1.648 -7.507 0.019 -0.010 0.029
F -2.165 -0.948 4.803 0.097 -0.004 0.024
C -3.484 -0.801 4.589 -0.477 0.052 -0.095
C -3.985 0.454 4.295 0.152 0.144 -0.017
C -5.346 0.603 4.069 0.008 -0.238 0.048
C -6.190 -0.498 4.148 -0.045 0.027 -0.012
C -5.671 -1.751 4.448 0.075 0.206 -0.031
C -4.309 -1.908 4.665 0.099 -0.170 0.048
H -3.313 1.301 4.245 0.024 -0.032 0.002
H -5.749 1.579 3.831 0.026 0.013 0.013
H -7.251 -0.379 3.975 0.013 -0.006 0.002
H -6.328 -2.608 4.513 0.024 -0.017 -0.008
H -3.886 -2.877 4.892 0.030 0.027 0.011
```
Positions in Å, forces in eV/Å.

---

The following is a quantum chemistry calculation of a gas-phase ion, C4H9NO3P (charge -1) at a distorted geometry, from the OMol25 dataset.

- Net charge: -1
- SMILES string: CN1CCCO[P@]1(=O)[O-]
- E_LUMO: 3.915 eV
- E_HOMO: -3.92 eV
- Calculated total energy: -21217.277 eV

The geometry in XYZ format:
```
18
Properties=species:S:1:pos:R:3:forces:R:3
C 1.260 -0.843 0.040 -3.725 0.381 -0.084
C 0.674 0.116 1.041 2.845 0.735 3.360
C -0.010 -1.590 -0.379 -0.130 -2.042 -0.010
C 0.282 1.804 -0.594 -1.147 0.174 -0.165
N -0.175 1.196 0.626 -3.490 -2.335 -0.077
O -2.394 -0.794 1.343 1.345 1.591 -2.964
O -2.791 1.073 -0.585 0.776 -1.704 0.631
O -0.989 -0.795 -1.035 -1.598 1.019 1.862
P -1.938 0.054 0.129 1.382 1.901 1.002
H 1.459 -0.267 -0.780 1.203 1.153 -2.502
H 2.097 -1.441 0.246 0.884 -0.909 0.901
H 0.152 -0.572 1.710 -0.230 0.702 0.588
H 1.531 0.589 1.668 -0.821 -0.652 -0.608
H 0.241 -2.271 -1.176 0.180 -0.993 -0.027
H -0.526 -2.115 0.502 0.963 0.440 -1.162
H -0.348 1.474 -1.420 0.389 -0.178 -0.482
H 0.180 2.885 -0.628 0.185 0.332 0.492
H 1.295 1.497 -0.708 0.988 0.384 -0.754
```
Positions in Å, forces in eV/Å.

---

The following is a quantum chemistry calculation of a molecular structure, C12H35IN3O6V at a distorted geometry, from the OMol25 dataset.

- Net charge: -1
- 2S+1: 2
- E_LUMO (spin up / spin down): 2.487 / 2.486 eV
- E_HOMO (spin up / spin down): -4.48 / -4.48 eV
- Calculated total energy: -63558.060 eV

The geometry in XYZ format:
```
58
Properties=species:S:1:pos:R:3:forces:R:3
O -0.620 -0.191 -0.868 -0.961 0.030 -0.372
V -1.452 -0.649 -2.167 2.973 -0.659 -2.057
I -0.926 -3.448 -1.468 -0.280 0.223 -0.032
O 0.004 -0.646 -3.552 -0.844 0.453 0.749
H 0.817 -1.127 -3.378 -0.319 -0.313 0.170
O -2.676 -1.021 -3.773 -0.247 0.321 0.950
H -3.597 -1.249 -3.609 0.054 -0.115 -0.050
C -3.481 3.227 -1.742 0.645 0.834 0.747
C -2.775 1.908 -1.469 0.815 0.373 -0.072
C -3.814 0.865 -1.130 -0.338 -0.170 -0.812
O -3.269 -0.431 -1.059 0.092 0.253 0.498
C -4.022 -1.365 -0.319 0.044 -0.566 -0.028
N -1.968 1.447 -2.649 -1.637 0.723 0.272
H -2.745 3.965 -2.082 -0.110 -0.229 -0.488
H -3.798 3.709 -0.808 -0.453 -0.426 -0.083
H -4.312 3.142 -2.440 0.004 0.046 -0.072
H -2.086 2.047 -0.634 0.041 -0.217 -0.022
H -4.532 0.862 -1.969 -0.229 0.055 0.286
H -4.316 1.122 -0.196 -0.053 0.011 0.027
H -4.295 -0.944 0.651 -0.176 0.043 -0.060
H -3.390 -2.238 -0.159 0.095 0.074 -0.058
H -4.893 -1.699 -0.894 -0.126 0.202 0.139
H -1.289 2.155 -2.919 0.405 -0.314 0.512
H -2.658 1.529 -3.405 0.428 -0.916 -0.254
C -1.464 -0.133 2.333 -0.322 -0.262 0.194
C 0.036 -0.282 2.071 -0.527 -0.181 0.782
C 0.798 0.105 3.335 0.652 0.021 -0.584
O 0.615 1.491 3.610 -0.443 -0.324 -0.015
C 1.165 1.872 4.828 0.724 -0.063 0.510
N 0.406 -1.665 1.740 -0.211 0.366 -0.168
H -1.744 -0.685 3.244 0.125 0.058 -0.035
H -2.033 -0.592 1.524 0.069 0.198 -0.201
H -1.785 0.901 2.481 0.104 0.015 -0.113
H 0.301 0.401 1.267 0.270 -0.252 -0.195
H 1.865 -0.114 3.166 -0.104 0.095 0.103
H 0.472 -0.518 4.184 -0.110 0.166 0.012
H 0.987 1.131 5.623 -0.190 0.072 -0.109
H 0.750 2.828 5.148 -0.121 0.009 -0.146
H 2.263 1.986 4.773 -0.162 -0.016 -0.108
H -0.012 -1.917 0.839 0.185 0.116 0.073
H -0.029 -2.292 2.413 0.065 0.039 -0.007
C 3.790 0.641 0.382 -0.340 0.014 0.105
C 3.395 -0.152 -0.850 0.759 0.535 -0.766
C 3.063 -1.594 -0.564 -0.912 -0.611 -0.116
O 4.065 -2.313 0.127 0.017 0.284 0.397
C 5.201 -2.591 -0.636 0.132 -0.245 0.042
N 2.259 0.460 -1.499 -0.426 0.494 -0.059
H 4.056 1.662 0.093 0.173 -0.052 0.019
H 4.629 0.154 0.879 0.007 0.131 0.077
H 2.946 0.728 1.073 0.026 -0.170 0.019
H 4.275 -0.107 -1.525 0.027 -0.224 0.134
H 2.778 -2.113 -1.497 0.308 0.086 -0.007
H 2.157 -1.660 0.042 0.192 0.179 0.188
H 4.985 -3.405 -1.340 0.144 0.128 -0.188
H 5.992 -2.917 0.043 -0.075 -0.078 0.024
H 5.572 -1.708 -1.159 0.025 -0.022 -0.218
H 1.914 0.005 -2.337 -0.086 -0.227 0.266
H 2.424 1.421 -1.773 0.201 0.006 0.200
```
Positions in Å, forces in eV/Å.

---

The following is a quantum chemistry calculation of 2 unconnected molecules or ions with the total composition C10H16 at a distorted geometry, from the OMol25 dataset.

- Net charge: -1
- 2S+1: 2
- E_LUMO (spin up / spin down): 3.659 / 3.641 eV
- E_HOMO (spin up / spin down): 0.93 / -3.59 eV
- Calculated total energy: -10625.751 eV

The geometry in XYZ format:
```
26
Properties=species:S:1:pos:R:3:forces:R:3
C 2.184 0.115 -1.573 0.193 2.589 3.324
C 1.242 0.526 0.818 1.218 -0.658 -2.751
C 1.328 0.991 -0.486 2.711 -4.470 -1.769
C 0.435 1.107 1.757 0.158 -0.300 1.895
C 0.609 2.034 -0.970 -2.740 2.330 0.392
C -0.505 2.074 1.258 -0.103 -0.199 2.332
C -0.433 2.389 -0.042 -1.470 2.746 -2.006
H 1.804 -0.373 1.071 0.085 0.090 -0.049
H 0.614 0.519 2.682 -1.312 1.357 0.167
H 2.270 -0.926 -1.348 0.167 -0.614 0.375
H 3.141 0.646 -1.570 0.439 -0.567 -0.119
H 0.484 2.595 -1.905 0.899 -1.035 -0.048
H -1.130 2.658 1.972 0.009 -0.753 -0.772
H -1.196 3.110 -0.501 0.883 -0.770 1.023
H 1.813 0.255 -2.527 -1.170 0.177 -1.997
C -1.466 -2.744 -0.533 0.536 2.971 -3.992
C -2.452 -1.636 -0.132 -2.956 -1.633 -2.413
C -0.315 -2.975 0.381 -0.374 -0.921 1.478
H -2.072 -3.561 -0.871 0.065 -1.343 0.758
H -0.978 -2.520 -1.552 -0.683 0.351 1.103
H -3.305 -2.174 0.396 1.317 1.104 0.614
H -3.143 -1.215 -1.009 2.040 -0.652 1.288
H 0.586 -2.370 0.597 -1.044 0.636 -0.976
H -0.779 -3.158 1.328 0.051 -0.206 1.165
H -1.898 -0.863 0.309 0.037 1.330 1.142
H 0.026 -3.916 0.061 1.044 -1.560 -0.163
```
Positions in Å, forces in eV/Å.

---

The following is a quantum chemistry calculation of 2 unconnected molecules or ions with the total composition C5H14 at a distorted geometry, from the OMol25 dataset.

- Net charge: +1
- 2S+1: 2
- E_LUMO (spin up / spin down): -3.518 / -11.570 eV
- E_HOMO (spin up / spin down): -14.27 / -14.25 eV
- Calculated total energy: -5399.694 eV

The geometry in XYZ format:
```
19
Properties=species:S:1:pos:R:3:forces:R:3
C 0.707 -1.172 -0.469 1.999 -2.361 0.988
C 1.586 -2.044 -1.435 -0.160 3.263 -0.338
C 1.488 -0.785 0.798 -0.438 1.184 -0.207
H 0.276 -0.323 -0.991 -0.363 -0.047 -0.130
H 0.032 -1.961 -0.111 -0.992 0.898 -0.143
H 2.127 -2.830 -0.935 -0.446 -0.640 -0.068
H 2.334 -0.096 0.680 -0.177 -0.030 -0.482
H 2.347 -1.366 -1.842 0.228 -0.200 0.011
H 0.937 -2.200 -2.289 0.166 -1.210 -0.117
H 0.798 -0.285 1.497 0.214 -0.277 0.150
H 1.915 -1.649 1.272 -0.075 -0.515 0.315
C -2.205 1.223 0.154 1.176 2.144 -0.205
C -1.418 2.304 0.769 -0.498 -0.050 -0.079
H -3.149 1.578 -0.277 -0.071 -0.233 0.400
H -1.483 0.874 -0.600 -0.303 -1.329 0.004
H -2.436 0.434 0.924 0.233 -0.457 -0.310
H -1.689 3.298 0.207 -0.206 -0.088 0.800
H -1.824 2.759 1.749 -0.278 0.514 -0.488
H -0.341 2.241 0.896 -0.009 -0.563 -0.101
```
Positions in Å, forces in eV/Å.

---

The following is a quantum chemistry calculation of a molecular structure, C52H46N6OP2SbSe4TeY at a distorted geometry, from the OMol25 dataset.

- Net charge: -2
- E_LUMO: 1.644 eV
- E_HOMO: -2.22 eV
- Calculated total energy: -360499.408 eV

The geometry in XYZ format:
```
114
Properties=species:S:1:pos:R:3:forces:R:3
Y -1.436 -0.511 0.759 0.851 -1.261 -1.847
Se -3.916 -2.135 -9.631 0.123 -0.192 -0.300
Sb -4.374 -0.325 -8.159 -0.132 0.310 0.324
Se -2.198 -3.007 0.920 -0.023 0.712 0.312
Se -0.702 -0.470 -2.504 -0.468 -0.073 0.348
Se -3.182 1.700 -8.667 -0.004 -0.088 -0.090
N -9.932 4.892 4.389 2.722 -1.766 -0.840
C -8.948 4.309 4.104 -1.370 1.414 0.864
C -7.667 3.660 3.761 -0.907 -0.367 -0.686
C -7.716 2.598 2.814 -0.709 -0.446 0.170
C -6.572 1.932 2.400 0.436 1.661 1.325
C -5.294 2.319 2.935 -2.874 0.834 0.273
C -5.251 3.418 3.774 -1.039 0.764 1.343
C -6.435 4.077 4.230 1.032 0.132 0.378
C -4.161 1.640 2.412 1.813 0.683 -2.097
C -3.171 1.090 3.220 0.555 -1.180 0.055
C -3.270 0.852 4.614 0.689 -0.394 2.294
C -2.253 -0.076 4.988 -0.744 0.958 -0.959
C -1.626 -0.369 3.765 0.243 0.318 0.117
N -2.078 0.343 2.723 -0.808 -0.280 1.883
C -4.088 1.775 0.989 1.041 -1.977 1.132
C -4.846 2.527 0.089 0.825 0.631 -1.498
C -4.241 2.299 -1.170 -1.481 1.261 0.325
C -3.248 1.380 -0.981 0.384 -0.475 0.308
N -3.123 1.060 0.302 0.314 -0.444 -0.323
H -8.716 2.245 2.465 0.988 0.495 0.148
H -6.595 1.225 1.607 -0.148 -0.769 -0.202
H -4.343 3.843 4.202 0.145 -0.502 -0.378
H -6.317 4.890 4.998 -0.331 -0.826 -1.055
H -3.935 1.371 5.336 0.310 -0.563 -0.840
H -1.842 -0.533 5.904 -0.977 0.630 -0.302
H -0.811 -1.092 3.752 -0.041 0.211 -0.735
H -5.523 3.295 0.392 -0.553 0.177 -0.197
H -4.356 2.709 -2.160 -0.758 0.362 0.132
H -2.682 0.971 -1.806 0.261 -0.229 0.370
Te 3.120 0.550 -1.975 -0.686 -0.035 -0.207
C 5.104 -0.095 -2.171 0.703 -0.776 0.784
C 5.953 0.107 -3.243 1.278 0.594 -1.373
C 7.300 -0.264 -3.122 0.863 -0.500 1.577
N 7.870 -0.760 -1.976 0.062 0.702 -2.032
C 7.050 -0.965 -0.971 -0.309 -0.565 -0.162
C 5.699 -0.740 -1.079 -1.267 0.281 1.394
C 2.254 -1.244 -1.239 0.355 0.685 0.498
P 1.725 -1.203 0.566 0.193 -0.033 -1.183
C 2.106 -2.905 1.125 -0.764 0.397 0.230
C 1.177 -3.516 1.975 -0.059 0.189 0.611
C 1.446 -4.781 2.506 0.250 0.360 -0.781
C 2.586 -5.480 2.102 -1.277 0.007 0.006
C 3.439 -4.898 1.164 0.244 -0.024 0.634
C 3.236 -3.583 0.724 -0.143 -1.711 0.416
C 3.080 -0.223 1.410 -1.056 -0.058 -0.177
C 2.977 1.188 1.426 1.343 -0.935 0.850
C 3.921 1.931 2.161 -1.149 0.408 -0.838
C 4.874 1.282 2.897 1.467 -0.235 0.409
C 5.006 -0.122 2.794 0.633 0.036 0.775
C 4.101 -0.908 2.093 -0.455 2.063 -0.368
P 1.036 -1.712 -2.412 0.222 -1.315 0.849
C 1.765 -1.849 -4.069 -0.710 0.232 -1.623
C 3.097 -2.162 -4.288 -0.598 0.470 0.670
C 3.556 -2.452 -5.547 -0.462 -0.098 -0.162
C 2.668 -2.422 -6.631 2.530 -0.381 -0.009
C 1.387 -1.987 -6.475 0.168 -0.041 0.190
C 0.937 -1.724 -5.209 -0.465 -0.086 2.085
C 0.644 -3.544 -2.137 1.320 0.435 -0.678
C -0.606 -4.035 -1.942 -1.714 -0.972 0.471
C -0.867 -5.432 -1.953 0.408 0.460 -0.483
C 0.151 -6.319 -2.308 -1.049 -0.336 0.315
C 1.444 -5.835 -2.527 -0.353 0.664 0.294
C 1.678 -4.471 -2.393 0.153 0.061 -0.155
H 5.713 0.606 -4.208 -0.383 -0.468 0.892
H 8.050 -0.157 -3.909 -0.598 0.172 -0.108
H 7.473 -1.390 -0.063 -0.056 0.119 -0.018
H 5.106 -0.974 -0.177 0.145 0.225 -0.735
H 0.229 -2.989 2.215 0.663 -0.530 -0.218
H 0.738 -5.292 3.133 -0.275 0.113 0.234
H 2.581 -6.517 2.474 0.861 0.490 -0.447
H 4.306 -5.460 0.854 0.173 0.021 -0.270
H 3.941 -3.153 0.052 0.316 0.396 -0.556
H 2.203 1.693 0.895 -0.388 0.073 -0.365
H 3.908 3.032 2.096 -0.123 -0.619 0.256
H 5.584 1.919 3.494 -0.608 -1.053 -0.646
H 5.859 -0.615 3.273 -0.348 0.243 0.032
H 4.142 -1.975 1.993 0.371 -0.162 0.357
H 3.689 -2.074 -3.411 1.023 -0.394 0.402
H 4.594 -2.699 -5.688 0.207 -0.104 -0.133
H 3.166 -2.721 -7.556 -0.797 0.284 -0.216
H 0.764 -1.827 -7.308 -0.815 -0.036 -0.861
H -0.099 -1.480 -5.007 -0.042 0.209 -0.346
H -1.450 -3.387 -1.729 0.190 0.103 -0.073
H -1.893 -5.785 -1.770 0.647 0.223 -0.038
H -0.147 -7.386 -2.396 0.638 0.726 0.005
H 2.271 -6.466 -2.809 0.019 -0.246 0.035
H 2.689 -4.114 -2.561 -0.079 0.038 0.047
C -0.521 3.313 -1.542 0.301 -2.709 -0.283
N -0.733 3.606 -0.181 -0.534 -0.022 2.031
C -1.523 4.817 0.070 -0.952 -0.408 0.439
C -2.246 4.704 1.416 -1.654 -0.736 -1.078
C -1.313 4.297 2.494 0.251 -1.224 0.945
N -0.517 3.120 2.089 -0.063 -0.728 0.055
C 0.074 2.350 3.187 0.557 0.401 -0.293
C -0.449 2.660 0.801 -0.228 0.102 -1.220
O -0.091 1.481 0.460 -0.313 2.275 1.213
H -0.023 4.120 -1.991 0.874 1.048 -0.869
H -1.473 3.157 -2.004 -0.619 -0.065 -0.732
H 0.043 2.342 -1.631 -0.415 1.140 -0.090
H -2.264 5.075 -0.736 0.500 -1.102 0.434
H -0.927 5.698 0.060 1.130 0.768 0.214
H -3.062 3.911 1.336 1.021 1.058 -0.063
H -2.743 5.657 1.636 0.131 -0.164 0.100
H -1.867 3.953 3.406 0.252 0.383 -0.632
H -0.687 5.124 2.805 0.514 0.183 0.041
H -0.650 1.931 3.883 -0.106 0.303 -0.026
H 0.778 3.016 3.689 -0.156 0.118 0.350
H 0.710 1.546 2.826 -0.271 -0.112 -0.343
```
Positions in Å, forces in eV/Å.